No. 1
Density functional theory data (the ωB97M-V functional and the def2-TZVPD basis) for 2 unconnected molecules or ions with the total composition C5H10O.

Each line ends with the Löwdin charge.
Geometry (Å):
O1 0.615 1.581 -0.702  0.07
C1 2.153 -0.183 -0.243  -0.01
C2 -2.329 0.918 -1.124  0.12
C3 -0.688 -0.587 1.390  -0.08
C4 0.773 0.418 -0.398  -0.45
C5 -0.390 -0.514 -0.108  -0.20
H1 2.327 -0.918 -1.038  0.09
H2 0.147 -1.036 1.939  0.08
H3 -1.704 1.251 -1.980  -0.04
H4 -1.348 -0.213 -0.633  -0.02
H5 2.249 -0.711 0.712  0.08
H6 2.905 0.604 -0.310  0.09
H7 -2.078 1.689 -0.365  -0.04
H8 -1.578 -1.197 1.569  0.08
H9 -0.186 -1.515 -0.507  0.13
H10 -0.869 0.413 1.797  0.09

Results
M, g/mol: 86.13
HOMO, eV: -8.909
LUMO, eV: -0.29

***

No. 2
Density functional theory data (the ωB97M-V functional and the def2-TZVPD basis) for C5H10O in the gas phase.

Each line ends with the Löwdin charge.
Geometry (Å):
O1 -1.476 -1.155 1.173  -0.05
C1 -0.339 -0.779 0.429  -0.52
C2 0.394 0.360 0.978  0.05
C3 0.799 -1.834 0.574  -0.03
C4 0.040 2.231 -0.330  -0.09
C5 1.115 1.131 -0.061  -0.29
H1 -1.359 -0.734 2.038  0.09
H2 2.017 1.617 0.320  0.10
H3 1.273 -1.768 1.560  0.08
H4 -0.639 -0.729 -0.630  0.15
H5 0.319 -2.811 0.493  0.09
H6 -0.783 1.823 -0.930  0.08
H7 0.492 3.076 -0.865  0.08
H8 1.564 -1.727 -0.201  0.08
H9 -0.381 2.595 0.616  0.08
H10 1.355 0.601 -1.000  0.11

Results
M, g/mol: 86.13
HOMO, eV: -8.671
LUMO, eV: 0.26

***

No. 3
Density functional theory data (the ωB97M-V functional and the def2-TZVPD basis) for C5H10O in the gas phase.

Each line ends with the Löwdin charge.
Geometry (Å):
O1 -0.877 0.011 0.309  -0.26
C1 1.534 -0.791 0.739  -0.04
C2 -1.751 -0.991 -0.223  -0.08
C3 -0.851 1.344 -0.584  -0.12
C4 0.769 0.027 -0.254  -0.19
C5 0.621 1.517 -0.233  -0.23
H1 1.155 2.043 -1.028  0.11
H2 -1.505 2.073 -0.099  0.03
H3 -2.807 -0.744 -0.039  0.10
H4 0.923 1.923 0.751  0.11
H5 0.745 -0.383 -1.275  0.14
H6 1.146 -1.815 0.731  0.08
H7 2.602 -0.846 0.488  0.10
H8 1.422 -0.370 1.740  0.09
H9 -1.525 -1.935 0.280  0.09
H10 -1.600 -1.061 -1.303  0.09

Results
M, g/mol: 86.13
HOMO, eV: -6.648
LUMO, eV: 0.96

***

No. 4
Density functional theory data (the ωB97M-V functional and the def2-TZVPD basis) for 2 unconnected molecules or ions with the total composition C5H10O.

Each line ends with the Löwdin charge.
Geometry (Å):
O1 -1.423 -1.018 -1.440  -0.09
C1 1.412 -0.981 0.076  -0.07
C2 -1.049 -0.103 0.595  -0.10
C3 0.321 1.434 0.192  -0.14
C4 -1.164 1.140 0.080  -0.13
C5 0.451 -0.017 0.761  -0.34
H1 -1.743 -0.843 0.989  0.12
H2 2.450 -0.730 0.327  0.08
H3 -0.636 -1.529 -1.682  0.04
H4 1.320 -0.927 -1.014  0.07
H5 -1.246 -0.035 -1.294  0.03
H6 0.550 2.213 0.927  0.10
H7 1.237 -2.018 0.385  0.08
H8 0.651 -0.009 1.839  0.14
H9 0.896 1.633 -0.721  0.11
H10 -2.027 1.791 -0.021  0.10

Results
M, g/mol: 86.13
Structure (SMILES): C[C@@H]1C=CC1.O
HOMO, eV: -8.845
LUMO, eV: 1.02

***

No. 5
Density functional theory data (the ωB97M-V functional and the def2-TZVPD basis) for C5H10O in the gas phase.

Each line ends with the Löwdin charge.
Geometry (Å):
O1 0.934 0.068 -1.339  -0.30
C1 -0.295 -1.189 -0.009  0.03
C2 -1.329 0.931 1.187  -0.08
C3 0.918 -1.347 -1.394  -0.05
C4 0.723 0.923 -0.299  -0.24
C5 -0.053 0.218 0.789  -0.30
H1 -1.961 1.085 0.313  0.08
H2 -1.887 0.360 1.915  0.07
H3 0.589 0.055 1.647  0.13
H4 0.195 1.688 -0.889  0.14
H5 -1.073 1.912 1.605  0.08
H6 1.986 -1.559 -1.146  0.09
H7 -1.265 -1.170 -0.410  0.08
H8 1.698 1.237 0.004  0.11
H9 0.788 -1.312 -2.592  0.15
H10 -0.005 -1.959 0.495  0.00

Results
M, g/mol: 86.13
Structure (SMILES): C[C@H]1CCOC1
HOMO, eV: -8.666
LUMO, eV: 1.10

***

No. 6
Density functional theory data (the ωB97M-V functional and the def2-TZVPD basis) for 2 unconnected molecules or ions with the total composition C5H10O.

Each line ends with the Löwdin charge.
Geometry (Å):
O1 0.505 -1.477 0.573  -0.01
C1 -0.180 1.062 2.120  0.17
C2 1.475 0.489 -0.529  -0.03
C3 -0.748 -0.575 -1.351  -0.07
C4 0.271 -0.386 -0.280  -0.60
C5 -1.100 0.241 -0.123  -0.14
H1 2.218 -0.039 -1.139  0.08
H2 -0.109 -0.003 2.431  -0.05
H3 -1.257 1.287 2.301  -0.05
H4 -1.214 1.314 -0.243  0.11
H5 1.185 1.404 -1.056  0.09
H6 -1.221 -1.550 -1.438  0.11
H7 -0.610 -0.045 -2.289  0.11
H8 -1.786 -0.240 0.569  0.11
H9 0.650 -2.259 0.028  0.10
H10 1.921 0.778 0.425  0.07

Results
M, g/mol: 86.13
HOMO, eV: -8.968
LUMO, eV: -0.22

***

We obtain ΔE to the lowest compared entry with this formula, charge and spin values of 460.2 351.9 499.3 258.1 416.0 548.9 kJ/mol for the records listed above, in that order.